# 1
The following is a quantum chemistry calculation of C4H7DyO3 as an isolated structure, from the Open Molecules 2025 dataset.

As for the spin multiplicity: 7. The expectation value of S² is 13.017. Its HOMO energy (spin up / spin down) is -13.81 / -11.64 eV. Its net charge is +1. The calculation puts the LUMO energy (spin up / spin down) at -4.3 / -6.0 eV. For the relative energy (zero: lowest compared OMol25 entry of this formula, charge and spin), the calculation gives 0.0 kcal/mol. The orbital gap (spin up / spin down) comes out at 9.5 / 5.6 eV.

Each line ends with the Löwdin charge.
Cartesian coordinates (Å):
O1 -1.198 -0.411 -2.968  -0.530
Dy1 -1.020 -1.543 -1.110  1.964
O2 -1.839 -1.486 0.715  -0.428
C1 -1.622 -0.497 1.660  -0.301
C2 -0.312 0.206 1.485  -0.051
O3 0.364 -0.062 0.304  -0.254
C3 1.569 0.550 0.045  -0.180
C4 2.227 0.330 -1.086  0.069
H1 -1.646 -0.892 2.696  0.141
H2 -2.432 0.271 1.639  0.141
H3 0.114 0.970 2.137  0.135
H4 -0.972 0.549 -3.082  0.011
H5 1.850 1.322 0.763  0.138
H6 1.764 -0.183 -1.931  0.059
H7 3.152 0.876 -1.267  0.086

=====

# 2
The following is a quantum chemistry calculation of an isolated ion of composition C7H13N2O4S2 and charge -1, from the Open Molecules 2025 dataset.

As for the spin multiplicity: 3. The expectation value of S² is 2.024. Its HOMO energy (spin up / spin down) is -2.59 / -4.93 eV. Its net charge is -1. The calculation puts the LUMO energy (spin up / spin down) at 3.2 / 1.6 eV. The orbital gap (spin up / spin down) comes out at 5.8 / 6.6 eV.

Each line ends with the Löwdin charge.
Cartesian coordinates (Å):
C1 -3.197 -0.765 0.203  -0.221
C2 -1.869 -1.481 -0.036  -0.201
C3 -3.201 0.597 -0.485  -0.210
C4 -0.701 -0.640 0.475  -0.213
C5 -2.020 1.437 -0.007  -0.234
C6 -0.696 0.714 -0.208  -0.431
C7 4.845 -0.526 -0.517  -0.177
N1 4.867 -0.825 1.766  0.055
N2 5.326 -0.725 0.610  -0.191
O1 2.258 -1.462 -0.151  -0.408
O2 2.640 0.134 -1.952  -0.403
O3 1.948 1.014 0.380  -0.641
O4 0.532 3.029 -0.249  -0.501
S1 2.896 -0.221 -0.568  0.641
S2 0.571 1.832 0.589  0.854
H1 -4.024 -1.374 -0.174  0.099
H2 -3.344 -0.629 1.279  0.109
H3 -1.877 -2.455 0.460  0.105
H4 -1.738 -1.651 -1.107  0.115
H5 -3.131 0.453 -1.567  0.112
H6 -4.138 1.122 -0.276  0.102
H7 -0.801 -0.492 1.556  0.120
H8 0.244 -1.152 0.291  0.075
H9 -1.991 2.395 -0.531  0.104
H10 -2.142 1.649 1.062  0.112
H11 -0.437 0.637 -1.265  0.134
H12 5.303 -0.097 -1.378  0.058
H13 3.876 -0.517 1.803  0.036

=====

# 3
The following is a quantum chemistry calculation of C26H41N7O2SW as an isolated structure, from the Open Molecules 2025 dataset.

As for the spin multiplicity: 3. The expectation value of S² is 2.015. Its HOMO energy (spin up / spin down) is -13.14 / -13.39 eV. Its net charge is +2. The calculation puts the LUMO energy (spin up / spin down) at -5.2 / -6.1 eV. For the relative energy (zero: lowest compared OMol25 entry of this formula, charge and spin), the calculation gives 0.0 kcal/mol. The orbital gap (spin up / spin down) comes out at 7.9 / 7.3 eV.

Each line ends with the Löwdin charge.
Cartesian coordinates (Å):
W1 0.345 -0.177 0.424  1.741
C1 1.056 -3.393 -0.411  -0.108
N1 0.871 -2.441 0.693  -0.265
C2 -0.203 -3.034 1.597  -0.180
C3 -1.474 -3.446 0.847  -0.146
C4 -2.132 -2.309 0.025  -0.158
N2 -1.704 -0.919 0.421  -0.101
C5 -2.694 -0.183 0.827  -0.069
C6 -2.679 1.209 1.164  -0.118
C7 -3.974 1.776 1.566  0.010
C8 -4.034 3.073 2.033  -0.064
C9 -2.872 3.838 2.019  -0.055
C10 -1.684 3.389 1.533  -0.007
C11 -1.548 2.063 1.137  -0.330
O1 -0.383 1.652 0.646  -0.253
C12 2.120 -2.382 1.587  -0.161
C13 3.329 -1.916 0.847  -0.134
C14 3.437 -0.414 0.533  -0.155
N3 2.273 0.335 1.105  -0.115
C15 2.497 1.007 2.195  -0.048
C16 1.532 1.425 3.133  -0.153
C17 1.744 2.561 3.955  0.005
C18 0.777 2.932 4.888  -0.054
C19 -0.359 2.147 5.086  -0.041
C20 -0.571 1.043 4.293  0.018
C21 0.317 0.721 3.229  -0.298
O2 0.004 -0.260 2.384  -0.252
H1 1.070 -4.403 -0.001  0.119
H2 1.957 -3.286 -0.993  0.077
H3 0.265 -3.360 -1.131  -0.019
H4 -0.533 -2.340 2.364  0.106
H5 0.206 -3.953 2.099  0.149
H6 -2.155 -3.765 1.634  0.124
H7 -1.324 -4.311 0.206  0.111
H8 -3.214 -2.365 0.085  0.107
H9 -1.894 -2.471 -1.032  0.081
H10 -3.724 -0.679 0.791  0.157
H11 -4.835 1.120 1.517  0.113
H12 -4.956 3.517 2.426  0.123
H13 -2.998 4.867 2.357  0.126
H14 -0.797 4.027 1.596  0.137
H15 2.194 -3.380 1.914  0.114
H16 1.825 -1.794 2.433  0.110
H17 3.410 -2.494 -0.067  0.099
H18 4.232 -2.193 1.401  0.136
H19 3.462 -0.234 -0.548  0.092
H20 4.354 -0.015 0.919  0.114
H21 3.526 1.053 2.554  0.156
H22 2.632 3.130 3.847  0.111
H23 0.973 3.836 5.493  0.126
H24 -1.063 2.386 5.857  0.116
H25 -1.451 0.428 4.424  0.126
C22 -0.979 2.452 -2.418  0.001
C23 0.350 1.684 -2.384  -0.579
C24 1.447 2.530 -1.744  -0.016
C25 0.707 1.260 -3.814  -0.041
N4 0.144 0.376 -1.660  -0.152
N5 1.297 -0.476 -1.602  -0.037
H26 -0.869 3.327 -3.037  0.100
H27 -1.237 2.762 -1.409  0.077
H28 -1.745 1.803 -2.815  0.089
H29 1.387 3.501 -2.235  0.109
H30 2.419 2.114 -1.940  0.072
H31 1.329 2.578 -0.635  0.085
H32 0.781 2.194 -4.484  0.131
H33 -0.148 0.660 -4.223  0.085
H34 1.670 0.758 -3.972  0.085
H35 -0.595 -0.186 -2.119  0.107
H36 2.113 0.125 -1.803  0.093
H37 1.253 -1.261 -2.264  -0.033
N6 -1.660 -1.780 -5.281  0.112
C26 -0.403 -2.248 -5.017  -0.876
N7 0.418 -2.407 -6.047  0.123
S1 0.069 -2.607 -3.423  0.703
H38 -2.074 -1.853 -6.192  0.117
H39 -2.308 -1.743 -4.540  0.078
H40 0.148 -2.344 -7.008  0.122
H41 1.332 -2.838 -5.837  0.127

=====

# 4
The following is a quantum chemistry calculation of a 3-piece molecular cluster, C5H10O3 overall, from the Open Molecules 2025 dataset.

Its HOMO energy is -8.81 eV. Its net charge is 0. The calculation puts the LUMO energy at 0.8 eV. As for the SMILES: C=C=O.CC=O.CO. For the relative energy (zero: lowest compared OMol25 entry of this formula, charge and spin), the calculation gives 68.5 kcal/mol. The orbital gap comes out at 9.6 eV.

Each line ends with the Löwdin charge.
Cartesian coordinates (Å):
C1 1.334 -2.511 -0.695  0.006
C2 1.174 -1.842 0.405  -0.304
O1 1.285 -1.299 1.432  0.148
H1 0.490 -2.962 -1.187  0.056
H2 2.299 -2.566 -1.165  0.064
C3 -0.197 2.368 1.465  -0.045
C4 0.721 1.779 0.436  -0.344
O2 1.764 1.222 0.677  0.053
H3 -0.045 3.443 1.483  0.086
H4 0.020 1.964 2.447  0.089
H5 -1.232 2.188 1.204  0.075
H6 0.463 2.059 -0.609  0.126
C5 -1.518 -0.757 -1.291  -0.159
O3 -1.062 -0.833 0.040  -0.155
H7 -2.040 -1.690 -1.509  0.085
H8 -2.221 0.076 -1.420  0.079
H9 -0.685 -0.635 -1.992  0.080
H10 -0.550 -0.005 0.278  0.060

=====

no.,strongest force on any atom (hartree/bohr),DFT total energy (eV)
1,0.0551,-34477.659
2,0.0821,-40306.650
3,0.0467,-54802.593
4,0.0465,-11487.217